No. 1
This record from the OMol25 dataset describes a 9-piece molecular cluster, C30H40ClF8O24PS overall. The level of theory is the ωB97M-V functional and the def2-TZVPD basis.

Bonds (Å) are listed after each position.
Geometry (Å):
1 C 1.555 -5.269 1.497  C2 1.523, H10 1.095, H11 1.094, H12 1.092
2 C 2.007 -3.820 1.370  C1 1.523, Cl3 1.825, C4 1.530, H13 1.098
3 Cl 3.113 -3.637 -0.069  C2 1.825
4 C 0.878 -2.797 1.226  C2 1.530, P5 1.961, H14 1.101, H15 1.098
5 P 1.444 -0.922 1.128  C4 1.961, C6 1.920, H16 1.410, H17 1.417, H18 1.427
6 C 2.011 0.897 0.891  P5 1.920, C7 1.538, H19 1.097, H20 1.097
7 C 1.678 1.485 -0.491  C6 1.538, C8 1.543, H21 1.100, H22 1.097
8 C 2.849 1.651 -1.481  C7 1.543, S9 1.830, H23 1.093, H24 1.087
9 S 2.718 0.487 -2.888  C8 1.830, H25 1.333
10 H 0.549 -5.395 1.082  C1 1.095
11 H 2.223 -5.934 0.941  C1 1.094
12 H 1.555 -5.584 2.543  C1 1.092
13 H 2.637 -3.552 2.229  C2 1.098
14 H 0.190 -2.943 2.073  C4 1.101
15 H 0.321 -3.024 0.308  C4 1.098
16 H 0.791 -0.644 2.347  P5 1.410
17 H 2.791 -1.346 1.245  P5 1.417
18 H 0.677 -0.808 -0.070  P5 1.427
19 H 1.575 1.543 1.663  C6 1.097
20 H 3.095 0.879 1.056  C6 1.097
21 H 0.886 0.885 -0.962  C7 1.100
22 H 1.242 2.481 -0.344  C7 1.097
23 H 2.858 2.655 -1.910  C8 1.093
24 H 3.807 1.469 -1.000  C8 1.087
25 H 3.999 0.120 -2.893  S9 1.333
26 C 5.448 4.594 -0.214  C27 1.518, O31 1.432, H33 1.091, H34 1.085
27 C 6.726 3.856 -0.571  C26 1.518, O28 1.421, F32 1.352, H35 1.087
28 O 6.818 2.899 0.475  C27 1.421, C29 1.356
29 C 5.563 2.634 0.914  O28 1.356, O30 1.184, O31 1.351
30 O 5.256 1.683 1.549  C29 1.184
31 O 4.704 3.572 0.459  C26 1.432, C29 1.351
32 F 7.820 4.650 -0.544  C27 1.352
33 H 5.663 5.412 0.475  C26 1.091
34 H 4.889 4.947 -1.074  C26 1.085
35 H 6.662 3.333 -1.522  C27 1.087
36 C 6.753 0.581 -5.612  C37 1.519, O41 1.431, H43 1.092, H44 1.084
37 C 8.143 1.176 -5.466  C36 1.519, O38 1.421, F42 1.353, H45 1.090
38 O 7.859 2.483 -4.985  C37 1.421, C39 1.353
39 C 6.660 2.455 -4.357  O38 1.353, O40 1.189, O41 1.343
40 O 6.236 3.321 -3.661  C39 1.189
41 O 6.019 1.304 -4.620  C36 1.431, C39 1.343
42 F 8.804 1.268 -6.642  C37 1.353
43 H 6.354 0.816 -6.600  C36 1.092
44 H 6.695 -0.483 -5.414  C36 1.084
45 H 8.783 0.669 -4.743  C37 1.090
46 C -3.175 3.270 0.919  C47 1.516, O51 1.432, H53 1.092, H54 1.081
47 C -1.848 3.051 0.219  C46 1.516, O48 1.415, F52 1.353, H55 1.092
48 O -1.399 1.843 0.803  C47 1.415, C49 1.359
49 C -2.481 1.136 1.223  O48 1.359, O50 1.183, O51 1.352
50 O -2.463 -0.003 1.542  C49 1.183
51 O -3.577 1.928 1.214  C46 1.432, C49 1.352
52 F -0.949 4.033 0.465  C47 1.353
53 H -3.016 3.817 1.850  C46 1.092
54 H -3.929 3.762 0.321  C46 1.081
55 H -1.920 2.910 -0.861  C47 1.092
56 C 7.205 -2.519 0.890  C57 1.518, O61 1.433, H63 1.091, H64 1.085
57 C 6.284 -1.750 -0.040  C56 1.518, O58 1.419, F62 1.346, H65 1.091
58 O 7.207 -0.985 -0.799  C57 1.419, C59 1.357
59 C 8.403 -1.628 -0.805  O58 1.357, O60 1.186, O61 1.345
60 O 9.310 -1.349 -1.517  C59 1.186
61 O 8.401 -2.615 0.108  C56 1.433, C59 1.345
62 F 5.456 -0.918 0.620  C57 1.346
63 H 7.402 -1.926 1.785  C56 1.091
64 H 6.846 -3.507 1.156  C56 1.085
65 H 5.692 -2.373 -0.713  C57 1.091
66 C -7.576 2.523 -2.474  C67 1.519, O71 1.437, H73 1.090, H74 1.084
67 C -6.117 2.126 -2.615  C66 1.519, O68 1.422, F72 1.350, H75 1.091
68 O -5.488 2.943 -1.635  C67 1.422, C69 1.357
69 C -6.405 3.245 -0.682  O68 1.357, O70 1.189, O71 1.339
70 O -6.134 3.714 0.376  C69 1.189
71 O -7.637 2.921 -1.095  C66 1.437, C69 1.339
72 F -5.603 2.418 -3.829  C67 1.350
73 H -7.794 3.386 -3.105  C66 1.090
74 H -8.292 1.732 -2.661  C66 1.084
75 H -5.899 1.082 -2.385  C67 1.091
76 C -7.566 1.995 2.687  C77 1.518, O81 1.434, H83 1.091, H84 1.085
77 C -8.186 2.965 3.677  C76 1.518, O78 1.416, F82 1.352, H85 1.091
78 O -9.360 2.277 4.071  C77 1.416, C79 1.363
79 C -9.156 0.940 3.905  O78 1.363, O80 1.183, O81 1.346
80 O -9.868 0.096 4.331  C79 1.183
81 O -8.046 0.734 3.172  C76 1.434, C79 1.346
82 F -8.534 4.144 3.115  C77 1.352
83 H -7.961 2.178 1.686  C76 1.091
84 H -6.481 2.005 2.664  C76 1.085
85 H -7.584 3.166 4.564  C77 1.091
86 C -11.365 1.541 1.296  C87 1.519, O91 1.433, H93 1.092, H94 1.086
87 C -12.677 1.997 0.684  C86 1.519, O88 1.418, F92 1.350, H95 1.091
88 O -12.260 2.492 -0.578  C87 1.418, C89 1.355
89 C -11.108 1.870 -0.926  O88 1.355, O90 1.186, O91 1.348
90 O -10.629 1.892 -2.010  C89 1.186
91 O -10.597 1.210 0.133  C86 1.433, C89 1.348
92 F -13.268 2.991 1.381  C87 1.350
93 H -10.891 2.371 1.824  C86 1.092
94 H -11.448 0.677 1.949  C86 1.086
95 H -13.408 1.203 0.523  C87 1.091
96 C 3.298 -9.124 0.982  C97 1.519, O101 1.427, H103 1.092, H104 1.085
97 C 4.714 -9.643 1.168  C96 1.519, O98 1.411, F102 1.354, H105 1.092
98 O 5.174 -8.869 2.255  C97 1.411, C99 1.363
99 C 4.101 -8.469 2.993  O98 1.363, O100 1.180, O101 1.353
100 O 4.160 -7.993 4.072  C99 1.180
101 O 2.961 -8.707 2.304  C96 1.427, C99 1.353
102 F 5.499 -9.418 0.088  C97 1.354
103 H 3.306 -8.261 0.314  C96 1.092
104 H 2.587 -9.866 0.633  C96 1.085
105 H 4.784 -10.700 1.430  C97 1.092

## Properties
HOMO energy (Eh): -0.2869
Strongest force on any atom (eV/Å): 0.7
SMILES string: C[C@@H](Cl)C[PH3]CCCS.O=C1OC[C@@H](F)O1.O=C1OC[C@@H](F)O1.O=C1OC[C@@H](F)O1.O=C1OC[C@@H](F)O1.O=C1OC[C@@H](F)O1.O=C1OC[C@@H](F)O1.O=C1OC[C@@H](F)O1.O=C1OC[C@@H](F)O1
Kohn-Sham gap (eV): 8.126

No. 2
This record from the OMol25 dataset describes a 3-piece molecular cluster, C15H35NO3 overall at a distorted geometry. The level of theory is the ωB97M-V functional and the def2-TZVPD basis.

Bonds (Å) are listed after each position.
Geometry (Å):
1 C -0.138 -1.074 3.274  C2 1.523, H5 1.091, H6 1.094, H7 1.095
2 C 0.355 -0.078 2.232  C1 1.523, C3 1.525, O4 1.425, H8 1.102
3 C 1.338 0.960 2.760  C2 1.525, H9 1.088, H10 1.093, H11 1.091
4 O 1.079 -0.811 1.247  C2 1.425, H12 0.965
5 H 0.670 -1.726 3.610  C1 1.091
6 H -0.956 -1.682 2.878  C1 1.094
7 H -0.540 -0.605 4.179  C1 1.095
8 H -0.523 0.488 1.879  C2 1.102
9 H 0.912 1.608 3.523  C3 1.088
10 H 1.657 1.642 1.967  C3 1.093
11 H 2.246 0.427 3.048  C3 1.091
12 H 0.509 -1.539 0.973  O4 0.965
13 C 4.584 4.764 4.067  C14 1.521, H17 1.091, H18 1.093, H19 1.091
14 C 3.583 4.066 4.975  C13 1.521, C15 1.526, O16 1.424, H20 1.091
15 C 2.182 4.167 4.376  C14 1.526, H21 1.088, H22 1.090, H23 1.097
16 O 3.874 2.679 5.108  C14 1.424, H24 0.960
17 H 4.545 4.374 3.049  C13 1.091
18 H 5.590 4.592 4.457  C13 1.093
19 H 4.438 5.842 3.985  C13 1.091
20 H 3.586 4.518 5.968  C14 1.091
21 H 1.458 3.613 4.969  C15 1.088
22 H 2.070 3.960 3.312  C15 1.090
23 H 1.892 5.225 4.405  C15 1.097
24 H 4.490 2.515 5.826  O16 0.960
25 C -0.880 -1.750 -4.961  C26 1.535, H36 1.096, H37 1.094, H38 1.084
26 C -0.992 -0.845 -3.726  C25 1.535, C27 1.559, N31 1.457, C35 1.544
27 C -2.349 -0.080 -3.773  C26 1.559, C28 1.531, H39 1.093, H40 1.086
28 C -3.448 -1.103 -3.474  C27 1.531, C29 1.513, H41 1.099, H42 1.094
29 C -3.311 -1.704 -2.092  C28 1.513, C30 1.543, H43 1.088, H44 1.099
30 C -1.944 -2.376 -1.848  C29 1.543, N31 1.458, C33 1.528, C34 1.553
31 N -0.901 -1.560 -2.460  C26 1.457, C30 1.458, O32 1.428
32 O 0.385 -2.135 -2.231  N31 1.428, H54 0.967
33 C -1.724 -2.385 -0.336  C30 1.528, H45 1.093, H46 1.090, H47 1.091
34 C -2.078 -3.815 -2.417  C30 1.553, H48 1.100, H49 1.093, H50 1.083
35 C 0.085 0.261 -3.721  C26 1.544, H51 1.091, H52 1.088, H53 1.092
36 H 0.128 -2.175 -5.026  C25 1.096
37 H -0.929 -1.160 -5.881  C25 1.094
38 H -1.578 -2.578 -4.990  C25 1.084
39 H -2.349 0.628 -2.941  C27 1.093
40 H -2.484 0.444 -4.715  C27 1.086
41 H -3.369 -1.912 -4.214  C28 1.099
42 H -4.478 -0.807 -3.693  C28 1.094
43 H -4.183 -2.327 -1.908  C29 1.088
44 H -3.301 -0.855 -1.393  C29 1.099
45 H -0.821 -2.939 -0.067  C33 1.093
46 H -1.612 -1.376 0.061  C33 1.090
47 H -2.588 -2.890 0.098  C33 1.091
48 H -1.103 -4.324 -2.401  C34 1.100
49 H -2.578 -4.456 -1.687  C34 1.093
50 H -2.428 -3.839 -3.442  C34 1.083
51 H -0.099 0.914 -2.867  C35 1.091
52 H 0.111 0.835 -4.644  C35 1.088
53 H 1.066 -0.189 -3.560  C35 1.092
54 H 0.850 -1.430 -1.760  O32 0.967

## Properties
ΔE to the lowest compared entry with this formula, charge and spin (eV): 0.498
HOMO energy (Eh): -0.3017
Strongest force on any atom (eV/Å): 2.2
SMILES string: CC1(C)CCCC(C)(C)N1O.CC(C)O.CC(C)O
Kohn-Sham gap (eV): 9.019

No. 3
This record from the OMol25 dataset describes an isolated ion of composition C11H12NO and charge +1 at a distorted geometry. The level of theory is the ωB97M-V functional and the def2-TZVPD basis.

Bonds (Å) are listed after each position.
Geometry (Å):
1 C -1.920 3.092 -0.164  C2 1.392, C3 1.369, H14 1.089
2 C -0.661 2.987 -0.749  C1 1.392, C4 1.380, H15 1.119
3 C -2.381 1.963 0.460  C1 1.369, C5 1.410, H16 1.027
4 C 0.096 1.837 -0.657  C2 1.380, C6 1.393, H17 1.080
5 C -1.693 0.732 0.476  C3 1.410, C6 1.364, H18 1.091
6 C -0.418 0.716 -0.009  C4 1.393, C5 1.364, N12 1.427
7 C 3.734 -1.475 -0.120  C9 1.372, H19 1.159, H20 1.061
8 C -1.176 -2.467 -0.849  C11 1.288, H21 1.095, H22 1.077
9 C 2.496 -1.572 0.462  C7 1.372, C10 1.465, H23 1.040
10 C 1.603 -0.441 0.196  C9 1.465, N12 1.312, H24 1.147
11 C -0.585 -2.051 0.218  C8 1.288, N12 1.784, O13 1.319
12 N 0.303 -0.514 0.035  C6 1.427, C10 1.312, C11 1.784
13 O -0.660 -2.378 1.493  C11 1.319, H25 1.003
14 H -2.655 3.895 -0.195  C1 1.089
15 H -0.241 3.835 -1.345  C2 1.119
16 H -3.360 2.033 0.762  C3 1.027
17 H 1.132 1.843 -0.961  C4 1.080
18 H -1.973 -0.200 0.967  C5 1.091
19 H 4.450 -2.385 -0.163  C7 1.159
20 H 4.139 -0.574 -0.506  C7 1.061
21 H -1.935 -3.248 -0.735  C8 1.095
22 H -1.230 -1.858 -1.736  C8 1.077
23 H 2.103 -2.444 0.869  C9 1.040
24 H 2.127 0.578 0.148  C10 1.147
25 H -1.299 -1.902 2.103  O13 1.003

## Properties
ΔE to the lowest compared entry with this formula, charge and spin (eV): 4.166
Net charge: +1
HOMO energy (Eh): -0.4733
Strongest force on any atom (eV/Å): 4.1
SMILES string: C=C/C=[N+](\C(=C)O)c1ccccc1
Kohn-Sham gap (eV): 8.416

No. 4
This record from the OMol25 dataset describes a 7-piece molecular cluster, C28H37BF9N7S2 overall at a distorted geometry. The level of theory is the ωB97M-V functional and the def2-TZVPD basis.

Bonds (Å) are listed after each position.
Geometry (Å):
1 N 11.288 2.527 0.751  B2 1.521, H18 1.044, H19 1.051
2 B 10.387 1.673 -0.128  N1 1.521, S3 1.914, C4 1.660
3 S 10.845 -0.162 -0.426  B2 1.914, H20 1.404
4 C 8.989 2.189 -0.860  B2 1.660, C5 1.672, H21 1.186, H22 1.191
5 C 8.265 3.453 -0.039  C4 1.672, C6 1.674, H23 1.178, H24 1.178
6 C 6.638 3.449 -0.433  C5 1.674, F7 1.482, F8 1.511, C9 1.636
7 F 6.572 2.905 -1.810  C6 1.482
8 F 6.244 4.906 -0.367  C6 1.511
9 C 5.909 2.539 0.715  C6 1.636, F10 1.511, F11 1.492, S12 1.866
10 F 5.807 3.418 1.940  C9 1.511
11 F 6.691 1.347 1.156  C9 1.492
12 S 4.173 1.974 0.329  C9 1.866, F13 1.712, F14 1.713, F15 1.749, F16 1.746, F17 1.726
13 F 3.851 3.252 -0.763  S12 1.712
14 F 4.657 0.875 -0.893  S12 1.713
15 F 4.381 0.741 1.553  S12 1.749
16 F 3.561 2.984 1.615  S12 1.746
17 F 2.553 1.429 0.087  S12 1.726
18 H 11.195 3.541 0.524  N1 1.044
19 H 11.095 2.327 1.765  N1 1.051
20 H 10.039 -1.004 0.356  S3 1.404
21 H 9.277 2.544 -1.955  C4 1.186
22 H 8.271 1.238 -0.868  C4 1.191
23 H 8.696 4.469 -0.449  C5 1.178
24 H 8.382 3.341 1.128  C5 1.178
25 N -1.961 -1.052 -1.249  C26 1.371, C29 1.371, H30 1.012
26 C -2.304 -0.184 -0.245  N25 1.371, C27 1.377, H31 1.082
27 C -1.175 0.518 0.115  C26 1.377, C28 1.415, H32 1.082
28 C -0.116 0.061 -0.705  C27 1.415, C29 1.377, H33 1.082
29 C -0.630 -0.906 -1.540  N25 1.371, C28 1.377, H34 1.082
30 H -2.592 -1.698 -1.705  N25 1.012
31 H -3.319 -0.141 0.127  C26 1.082
32 H -1.121 1.278 0.884  C27 1.082
33 H 0.912 0.401 -0.688  C28 1.082
34 H -0.163 -1.502 -2.312  C29 1.082
35 N -0.330 -4.184 -0.108  C36 1.371, C39 1.371, H40 1.012
36 C -0.491 -5.010 0.973  N35 1.371, C37 1.377, H41 1.082
37 C 0.563 -5.897 0.992  C36 1.377, C38 1.415, H42 1.082
38 C 1.392 -5.590 -0.113  C37 1.415, C39 1.377, H43 1.082
39 C 0.818 -4.526 -0.773  N35 1.371, C38 1.377, H44 1.082
40 H -0.959 -3.437 -0.373  N35 1.012
41 H -1.340 -4.899 1.634  C36 1.082
42 H 0.719 -6.679 1.724  C37 1.082
43 H 2.309 -6.090 -0.397  C38 1.082
44 H 1.128 -3.986 -1.658  C39 1.082
45 N 2.718 5.514 -2.833  C46 1.371, C49 1.371, H50 1.012
46 C 1.429 5.120 -3.084  N45 1.371, C47 1.377, H51 1.082
47 C 0.727 6.218 -3.528  C46 1.377, C48 1.415, H52 1.082
48 C 1.625 7.311 -3.553  C47 1.415, C49 1.377, H53 1.082
49 C 2.848 6.848 -3.122  N45 1.371, C48 1.377, H54 1.082
50 H 3.457 4.915 -2.491  N45 1.012
51 H 1.123 4.095 -2.922  C46 1.082
52 H -0.319 6.229 -3.806  C47 1.082
53 H 1.404 8.327 -3.854  C48 1.082
54 H 3.797 7.352 -2.995  C49 1.082
55 N -7.563 -2.627 -1.551  C56 1.371, C59 1.371, H60 1.012
56 C -6.998 -1.552 -2.187  N55 1.371, C57 1.377, H61 1.082
57 C -5.743 -1.355 -1.656  C56 1.377, C58 1.415, H62 1.082
58 C -5.541 -2.350 -0.670  C57 1.415, C59 1.377, H63 1.082
59 C -6.679 -3.123 -0.628  N55 1.371, C58 1.377, H64 1.082
60 H -8.486 -2.997 -1.735  N55 1.012
61 H -7.537 -1.020 -2.959  C56 1.082
62 H -5.047 -0.579 -1.949  C57 1.082
63 H -4.660 -2.487 -0.057  C58 1.082
64 H -6.936 -3.981 -0.021  C59 1.082
65 N -2.934 -5.630 4.033  C66 1.371, C69 1.371, H70 1.012
66 C -1.677 -5.567 4.576  N65 1.371, C67 1.377, H71 1.082
67 C -1.791 -5.744 5.937  C66 1.377, C68 1.415, H72 1.082
68 C -3.165 -5.926 6.224  C67 1.415, C69 1.377, H73 1.082
69 C -3.847 -5.854 5.030  N65 1.371, C68 1.377, H74 1.082
70 H -3.153 -5.529 3.051  N65 1.012
71 H -0.811 -5.401 3.949  C66 1.082
72 H -0.973 -5.744 6.646  C67 1.082
73 H -3.609 -6.093 7.197  C68 1.082
74 H -4.902 -5.941 4.806  C69 1.082
75 N -9.075 0.580 -0.756  C76 1.371, C79 1.371, H80 1.012
76 C -8.728 1.219 0.406  N75 1.371, C77 1.377, H81 1.082
77 C -9.570 2.297 0.566  C76 1.377, C78 1.415, H82 1.082
78 C -10.460 2.305 -0.535  C77 1.415, C79 1.377, H83 1.082
79 C -10.133 1.232 -1.334  N75 1.371, C78 1.377, H84 1.082
80 H -8.621 -0.244 -1.128  N75 1.012
81 H -7.914 0.854 1.017  C76 1.082
82 H -9.548 3.001 1.388  C77 1.082
83 H -11.253 3.016 -0.724  C78 1.082
84 H -10.561 0.878 -2.262  C79 1.082

## Properties
HOMO energy (Eh): -0.2980
Strongest force on any atom (eV/Å): 5.2
SMILES string: NB(S)CCC(F)(F)C(F)(F)S(F)(F)(F)(F)F.c1cc[nH]c1.c1cc[nH]c1.c1cc[nH]c1.c1cc[nH]c1.c1cc[nH]c1.c1cc[nH]c1
Kohn-Sham gap (eV): 5.454